Entry 1:
Below is C36H44NO4SbSe5W as an isolated structure in a non-equilibrium geometry, with properties calculated with the ωB97M-V functional and the def2-TZVPD basis.

Results
Multiplicity: 3
Molecular weight in Da: 1255.15
Total charge: -2
HOMO-LUMO gap (alpha / beta) in eV: 1.8 / 1.8
<S²>: 2.07
HOMO energy (alpha / beta) in hartree: -0.044 / -0.044

Last column: Löwdin spin population.
Cartesian coordinates (Å):
1 W 10.126 13.296 12.728  0.94
2 Sb 8.402 2.956 10.722  0.00
3 Se 9.673 11.805 11.159  -0.04
4 Se 9.949 4.227 12.924  0.00
5 Se 9.776 5.227 10.663  0.00
6 Se 19.342 14.806 8.030  0.00
7 Se 12.337 14.064 12.623  0.00
8 O 10.166 13.279 16.439  0.35
9 O 11.335 16.672 10.666  -0.01
10 O 11.028 16.950 13.520  0.00
11 O 7.260 14.035 13.422  0.01
12 N 9.397 15.151 13.210  0.00
13 C 13.537 7.951 14.658  0.02
14 C 12.242 10.360 16.306  0.00
15 C 10.168 12.044 19.010  0.01
16 C 17.257 15.853 9.777  0.00
17 C 16.467 14.654 9.310  0.00
18 C 8.545 17.372 13.376  0.00
19 C 8.008 15.004 13.309  0.01
20 C 9.840 16.567 13.513  0.00
21 C 13.025 16.467 8.997  0.00
22 C 14.286 16.051 8.748  0.00
23 C 13.031 17.424 6.664  0.00
24 C 11.172 11.140 16.766  0.21
25 C 15.039 9.886 14.578  0.01
26 C 12.565 10.349 14.931  0.21
27 C 16.468 14.289 7.791  0.00
28 C 16.981 13.482 10.185  0.00
29 C 11.918 18.865 8.323  0.00
30 C 10.250 10.792 18.032  0.01
31 C 11.622 10.945 14.069  0.02
32 C 10.889 12.110 14.440  0.13
33 C 6.257 16.846 13.087  0.00
34 C 6.780 19.191 13.622  0.00
35 C 8.186 18.736 13.411  0.00
36 C 8.726 10.532 17.617  0.01
37 C 13.617 9.494 14.170  0.02
38 C 12.401 16.098 10.251  0.00
39 C 10.820 9.421 18.596  0.00
40 C 14.986 15.057 9.542  0.00
41 C 10.845 16.650 7.716  0.00
42 C 10.738 12.242 15.860  0.06
43 C 12.204 17.355 7.971  0.00
44 C 5.893 18.200 13.407  0.00
45 C 13.077 15.130 11.079  0.03
46 C 14.219 14.576 10.603  0.00
47 C 13.579 9.661 12.651  0.00
48 C 7.536 16.410 13.260  0.00
49 H 14.811 16.485 7.909  0.00
50 H 12.906 9.823 16.993  0.00
51 H 10.513 8.684 17.856  0.00
52 H 12.785 19.365 8.773  0.00
53 H 11.147 12.609 18.983  0.00
54 H 12.518 7.556 14.552  0.00
55 H 15.915 13.322 7.661  0.00
56 H 13.862 7.721 15.678  0.00
57 H 15.770 9.097 14.295  0.00
58 H 12.377 17.837 5.893  0.00
59 H 8.200 11.509 17.637  0.00
60 H 15.116 10.052 15.728  0.00
61 H 18.355 15.622 9.788  0.00
62 H 18.033 13.342 9.953  0.00
63 H 13.362 16.448 6.279  0.00
64 H 17.526 14.135 7.352  0.00
65 H 8.733 10.021 16.619  0.00
66 H 8.254 9.836 18.357  0.00
67 H 15.411 10.828 14.107  0.00
68 H 11.884 9.515 18.714  0.00
69 H 13.891 18.096 6.749  0.00
70 H 10.017 11.708 20.035  0.00
71 H 11.483 10.470 13.076  0.00
72 H 9.402 12.793 18.738  0.00
73 H 17.178 16.764 9.174  0.00
74 H 11.670 19.418 7.409  0.00
75 H 14.640 13.728 11.163  0.00
76 H 6.569 20.167 14.004  0.00
77 H 8.956 19.486 13.276  0.00
78 H 16.861 13.662 11.276  0.00
79 H 16.941 15.988 10.867  0.00
80 H 10.347 9.195 19.593  0.00
81 H 14.327 9.093 12.119  0.00
82 H 5.558 16.121 12.743  0.00
83 H 15.949 15.000 7.215  0.00
84 H 14.170 7.373 14.001  0.00
85 H 11.079 18.866 9.038  0.00
86 H 10.016 16.833 8.426  0.00
87 H 13.841 10.714 12.342  0.00
88 H 16.471 12.503 9.900  0.00
89 H 10.947 15.572 7.747  0.00
90 H 10.487 16.982 6.729  0.00
91 H 4.846 18.414 13.396  0.00
92 H 12.615 9.426 12.248  0.00

Forces on atoms 1 to 2 (eV/Å):
W 1.521 1.239 2.696
Sb 1.040 1.032 1.120

Entry 2:
Below is C25H26AlN4O2S2 as an isolated structure, with properties calculated with the ωB97M-V functional and the def2-TZVPD basis.

Results
Molecular weight in Da: 505.62
Total charge: -1
HOMO-LUMO gap (alpha / beta) in eV: 7.1 / 5.5
Energy above the lowest of the compared OMol25 structures with the same formula, charge and spin in kcal/mol: 25.8
HOMO energy (alpha / beta) in hartree: -0.158 / -0.103

Last column: natural (NBO) charge in e.
Cartesian coordinates (Å):
1 S -1.223 2.072 -0.997  -0.36
2 S 2.541 0.516 3.899  -0.29
3 Al -0.072 0.373 0.146  1.80
4 O 3.084 0.573 -1.796  -0.66
5 O 1.578 0.957 -0.214  -0.92
6 N 0.074 1.776 1.853  -0.89
7 N -0.755 -0.648 1.667  -0.80
8 N 4.151 0.198 1.775  -0.48
9 N 2.387 -1.312 2.012  -0.54
10 C -1.244 0.055 2.765  0.23
11 C 4.382 -0.336 0.605  0.17
12 C 1.330 2.075 -2.337  -0.24
13 C -2.653 -1.447 -1.354  -0.61
14 C -1.315 -1.030 -3.415  -0.60
15 C 3.627 -1.390 0.040  -0.30
16 C -0.022 2.469 -2.239  -0.09
17 C 3.076 -0.230 2.501  0.25
18 C -1.064 -3.189 -2.188  -0.60
19 C 2.626 -1.872 0.807  0.08
20 C -2.579 0.320 4.751  -0.22
21 C 2.113 2.559 -3.390  -0.10
22 C -2.064 -0.529 3.757  -0.08
23 C -0.515 3.309 -3.256  -0.24
24 C -1.413 2.219 3.826  -0.25
25 C -1.292 -1.678 -2.020  -0.14
26 C -2.280 1.672 4.770  -0.22
27 C -0.883 1.394 2.851  0.09
28 C -1.016 -2.001 1.632  -0.04
29 C 2.062 1.118 -1.416  0.83
30 C 1.615 3.410 -4.354  -0.28
31 C -0.162 -1.066 -1.228  -0.71
32 C 0.274 3.775 -4.286  -0.20
33 C -2.298 -1.934 3.679  -0.28
34 C -1.733 -2.643 2.605  -0.27
35 H -1.884 -3.712 2.515  0.21
36 H 2.252 3.776 -5.149  0.20
37 H -1.145 3.268 3.856  0.21
38 H -0.158 4.421 -5.041  0.20
39 H -2.824 -0.378 -1.210  0.22
40 H -2.900 -2.428 4.429  0.20
41 H -1.537 0.035 -3.332  0.22
42 H -3.225 -0.105 5.512  0.20
43 H -2.075 -1.500 -4.049  0.19
44 H -3.464 -1.842 -1.975  0.19
45 H 0.793 -1.258 -1.740  0.15
46 H -0.343 -1.135 -3.904  0.20
47 H 0.046 2.766 1.636  0.41
48 H 3.143 2.232 -3.423  0.22
49 H -1.002 -3.685 -1.216  0.20
50 H 1.571 -1.584 2.547  0.45
51 H -2.705 2.307 5.538  0.20
52 H -1.883 -3.649 -2.751  0.19
53 H 5.216 0.078 0.054  0.20
54 H -2.704 -1.934 -0.378  0.21
55 H 1.985 -2.697 0.525  0.23
56 H 3.828 -1.780 -0.944  0.24
57 H 1.008 1.566 2.222  0.42
58 H -0.642 -2.514 0.757  0.21
59 H -0.130 -3.376 -2.725  0.20
60 H -1.558 3.594 -3.204  0.21

Forces on atoms 1 to 2 (eV/Å):
S 0.108 -0.061 0.020
S 0.065 -0.072 0.058

Entry 3:
Below is C3H6NPS in the gas phase in a non-equilibrium geometry, with properties calculated with the ωB97M-V functional and the def2-TZVPD basis.

Results
Molecular weight in Da: 119.13
HOMO-LUMO gap (alpha / beta) in eV: 9.3 / 6.6
Energy above the lowest of the compared OMol25 structures with the same formula, charge and spin in kcal/mol: 94.3
HOMO energy (alpha / beta) in hartree: -0.346 / -0.267

Last column: natural (NBO) charge in e.
Cartesian coordinates (Å):
1 S -0.154 0.288 -1.158  0.41
2 P 2.879 0.009 -0.668  0.32
3 N -0.800 -1.211 1.642  -0.19
4 C -1.516 0.477 0.006  -0.60
5 C 1.217 0.607 -0.275  -0.78
6 C -1.706 -0.777 0.953  -0.05
7 H -2.304 0.705 -0.633  0.23
8 H -1.146 1.400 0.647  0.25
9 H -2.691 -1.128 0.963  0.20
10 H 1.183 1.252 0.628  0.22
11 H 2.599 -0.372 -2.028  -0.03
12 H 2.438 -1.249 -0.076  0.01

Forces on atoms 1 to 2 (eV/Å):
S -0.463 -0.370 -0.745
P -0.960 -0.917 0.068

Entry 4:
Below is a 2-piece molecular cluster, C2H10N4O2 overall in a non-equilibrium geometry, with properties calculated with the ωB97M-V functional and the def2-TZVPD basis.

Results
Molecular weight in Da: 122.13
HOMO-LUMO gap in eV: 9.4
Energy above the lowest of the compared OMol25 structures with the same formula, charge and spin in kcal/mol: 75.3
HOMO energy in hartree: -0.318
SMILES string: CN(N)C(N)=O.NO

Last column: natural (NBO) charge in e.
Cartesian coordinates (Å):
1 O -1.069 0.314 2.091  -0.61
2 O 1.310 1.866 -0.503  -0.59
3 N 2.485 1.050 -0.404  -0.55
4 N -1.165 -0.228 -0.213  -0.33
5 N 0.792 -0.612 1.192  -0.85
6 N -0.478 -0.526 -1.371  -0.66
7 C -2.488 -0.816 -0.137  -0.41
8 C -0.441 -0.001 1.099  0.72
9 H 0.669 1.527 0.233  0.47
10 H 3.170 1.590 0.127  0.35
11 H -2.916 -0.541 0.823  0.23
12 H 1.440 -0.559 0.418  0.41
13 H -3.102 -0.411 -0.939  0.20
14 H 0.008 -1.421 -1.337  0.33
15 H 2.836 0.992 -1.358  0.35
16 H -2.440 -1.905 -0.233  0.17
17 H 1.219 -0.548 2.102  0.40
18 H 0.171 0.231 -1.590  0.37

Forces on atoms 1 to 2 (eV/Å):
O 0.304 0.753 -0.590
O -1.158 -0.624 1.582

Entry 5:
Below is C37H46BrIrN3O2PS as an isolated structure in a non-equilibrium geometry, with properties calculated with the ωB97M-V functional and the def2-TZVPD basis.

Results
Molecular weight in Da: 899.96
Total charge: +2
HOMO-LUMO gap (alpha / beta) in eV: 6.1 / 6.1
Energy above the lowest of the compared OMol25 structures with the same formula, charge and spin in kcal/mol: 26.9
HOMO energy (alpha / beta) in hartree: -0.494 / -0.494

Last column: Mulliken charge in e.
Cartesian coordinates (Å):
1 Ir 0.459 -0.103 -1.173  1.82
2 Br -4.302 -6.555 -4.143  -0.11
3 S -1.078 1.740 -3.506  -0.11
4 P -0.045 -0.476 1.044  -1.83
5 O -1.410 -0.888 -1.538  -0.96
6 O 0.355 -2.063 -1.854  -0.74
7 N 0.333 1.435 -2.581  -0.39
8 N 1.537 3.170 -3.563  -0.10
9 N 2.418 0.509 -1.288  0.26
10 C -3.115 -2.925 -2.602  -0.42
11 C -1.523 1.868 0.415  0.25
12 C 0.628 5.297 -4.289  -0.68
13 C -2.609 3.225 2.250  -0.85
14 C 3.442 -0.102 -0.697  -0.05
15 C 2.661 1.560 -2.105  1.01
16 C -1.749 5.591 -4.500  -0.67
17 C 0.392 -3.291 0.988  -0.85
18 C -1.879 -5.297 -3.404  -0.60
19 C 4.754 0.318 -0.861  -0.87
20 C -3.883 -3.965 -3.089  -0.74
21 C -1.955 4.271 -4.116  -0.77
22 C -1.146 -2.435 2.799  -0.71
23 C -1.519 -4.730 1.850  -0.75
24 C -1.987 0.825 2.703  -0.93
25 C -1.183 -3.941 3.110  -0.91
26 C 3.935 2.046 -2.292  -0.53
27 C -1.114 -4.257 -2.914  -0.46
28 C 5.006 1.416 -1.659  -0.95
29 C -0.866 3.459 -3.849  0.83
30 C 2.477 1.908 3.326  -0.96
31 C -1.756 2.279 3.102  -0.55
32 C -1.730 -3.070 -2.514  0.27
33 C -3.259 -5.143 -3.486  0.04
34 C 0.418 3.980 -3.927  0.17
35 C -0.925 -1.988 -1.974  0.61
36 C 1.453 2.096 -2.795  0.77
37 C 1.804 1.409 2.038  -0.23
38 C 1.177 0.032 2.292  1.40
39 C 3.508 -0.389 3.214  -0.86
40 C 2.282 -1.019 2.537  -0.95
41 C -1.562 0.557 1.233  0.55
42 C 3.088 0.752 4.134  -0.78
43 C -0.606 -2.187 1.367  0.20
44 C -0.464 6.100 -4.590  -0.66
45 C -0.366 -4.620 0.838  -0.58
46 C -2.715 2.743 0.795  -0.98
47 H 0.339 -5.440 0.982  0.49
48 H 1.634 5.698 -4.336  0.39
49 H 1.062 2.135 1.700  -0.19
50 H 2.365 0.369 4.860  0.34
51 H -0.304 7.126 -4.887  0.41
52 H -4.957 -3.871 -3.164  0.46
53 H 1.884 -1.815 3.168  0.47
54 H -1.909 -4.127 3.901  0.53
55 H -2.188 4.231 2.289  0.37
56 H -3.610 3.294 2.677  0.35
57 H -0.040 -4.360 -2.836  0.46
58 H -3.583 -2.001 -2.291  0.57
59 H -1.418 -6.222 -3.719  0.46
60 H -3.627 2.156 0.653  0.39
61 H -1.481 0.159 3.399  0.42
62 H -2.444 -4.335 1.419  0.27
63 H 0.577 0.121 3.204  1.04
64 H 1.139 -3.383 1.775  0.51
65 H -1.987 2.416 4.158  0.55
66 H 4.132 2.897 -2.929  0.38
67 H -1.715 -5.776 2.083  0.53
68 H -0.597 2.428 0.591  -0.02
69 H 5.550 -0.216 -0.363  0.54
70 H -1.570 1.637 -0.649  -0.25
71 H 3.250 2.631 3.061  0.50
72 H 2.549 1.329 1.238  0.12
73 H 2.442 3.593 -3.703  0.10
74 H -0.752 -4.714 -0.181  -0.11
75 H -0.215 -4.270 3.496  0.36
76 H 1.749 2.444 3.939  0.22
77 H -1.456 -2.258 0.676  0.51
78 H -2.156 -2.027 2.874  0.37
79 H -3.051 0.592 2.798  0.55
80 H 3.195 -0.952 -0.076  0.37
81 H -0.693 2.521 2.992  -0.20
82 H 3.937 1.110 4.715  0.51
83 H 2.576 -1.505 1.602  0.04
84 H -2.323 -0.075 0.764  0.67
85 H -2.957 3.869 -4.042  0.47
86 H -2.598 6.219 -4.730  0.42
87 H 6.013 1.782 -1.801  0.46
88 H 4.209 -0.011 2.462  0.19
89 H 4.043 -1.156 3.773  0.53
90 H -2.787 3.592 0.114  0.40
91 H -0.539 -1.921 3.549  0.18
92 H 0.929 -3.058 0.066  0.24

Forces on atoms 1 to 2 (eV/Å):
Ir -0.559 -0.078 -0.886
Br -0.006 -0.007 -0.005

Entry 6:
Below is C18H29N2O3 as an isolated structure in a non-equilibrium geometry, with properties calculated with the ωB97M-V functional and the def2-TZVPD basis.

Results
Molecular weight in Da: 321.44
Total charge: +1
HOMO-LUMO gap in eV: 7.5
Energy above the lowest of the compared OMol25 structures with the same formula, charge and spin in kcal/mol: 502.4
HOMO energy in hartree: -0.401

Last column: natural (NBO) charge in e.
Cartesian coordinates (Å):
1 O -6.226 -0.094 0.669  -0.49
2 O 0.249 -0.121 0.025  -0.71
3 O -3.089 -2.592 -1.872  -0.49
4 N -1.637 0.891 0.854  -0.46
5 N 2.605 1.106 0.598  -0.50
6 C -3.923 0.413 0.679  -0.31
7 C -2.493 -0.816 -0.453  -0.28
8 C 5.114 2.686 -1.793  -0.60
9 C -4.882 -1.444 -0.822  -0.34
10 C 3.799 -2.282 1.654  -0.43
11 C 3.948 -1.075 1.127  -0.14
12 C -2.605 0.059 0.500  0.10
13 C 4.400 2.600 -0.631  -0.37
14 C -0.389 0.959 0.753  0.66
15 C -4.217 -3.373 -2.514  -0.22
16 C -4.996 -0.421 0.309  0.37
17 C 3.176 -2.171 0.419  -0.39
18 C -7.326 -0.728 0.308  -0.18
19 C 3.372 1.466 -0.724  -0.22
20 C 1.799 2.206 0.827  -0.19
21 C 3.290 0.360 1.265  -0.16
22 C -3.472 -1.618 -1.003  0.36
23 C 0.601 1.537 1.606  -0.48
24 H -5.628 -2.039 -1.228  0.24
25 H 4.689 -2.878 1.724  0.25
26 H 2.459 2.770 1.542  0.21
27 H 2.790 1.760 -1.516  0.21
28 H 5.185 1.930 0.067  0.17
29 H -7.463 -1.732 0.381  0.18
30 H 3.229 -2.088 2.657  0.22
31 H 5.821 3.406 -1.701  0.23
32 H -1.976 1.568 1.661  0.42
33 H 4.061 3.279 -0.175  0.18
34 H 3.260 -2.610 -0.323  0.19
35 H 5.441 1.730 -2.396  0.24
36 H 3.979 1.039 1.907  0.20
37 H 4.403 3.211 -2.584  0.18
38 H -4.716 -3.868 -1.953  0.15
39 H 3.737 0.421 -1.353  0.24
40 H -4.849 -2.838 -3.265  0.20
41 H 2.121 -2.017 0.616  0.20
42 H 1.447 2.862 0.121  0.25
43 H -1.437 -1.061 -0.851  0.27
44 H 5.000 -0.826 0.303  0.19
45 H -0.079 2.386 1.884  0.22
46 H -8.300 0.003 0.725  0.23
47 H -7.466 -0.563 -1.207  0.08
48 H -4.035 1.020 1.596  0.20
49 H 0.864 1.159 2.463  0.26
50 H 2.460 0.080 2.235  0.16
51 H -3.683 -4.115 -3.256  0.21
52 H 1.587 0.465 0.148  0.51

Forces on atoms 1 to 2 (eV/Å):
O 1.476 1.620 2.531
O -0.656 5.108 1.724

Listing electronic energy for the structures above in their given order: -382813.925, -64675.267, -24817.867, -12289.043, -140674.920, -28232.637 eV.